(1)
ORCA calculation (ωB97M-V/def2-TZVPD) on a molecular structure, C4H6BeN2O12S3 in a non-equilibrium geometry.

XYZ file:
```
28
Properties=species:S:1:pos:R:3:forces:R:3:mulliken_charge:R:1
Be 30.364469 -9.126258 4.123302 3.207 -2.053 1.599 1.24
S 32.788718 -10.576325 2.818605 0.369 -0.475 3.233 0.99
O 34.088059 -9.873971 2.793314 -0.064 0.293 -0.974 -0.71
O 31.699625 -9.861328 2.085851 -0.644 0.337 -1.303 -0.77
O 33.034234 -11.994176 2.414719 -0.552 0.211 -1.053 -0.78
O 32.257405 -10.583499 4.228182 -0.623 0.632 -0.300 -0.56
S 29.440304 -11.258071 5.833877 0.947 1.565 1.260 1.08
O 28.095875 -11.535628 6.425323 -0.053 -0.391 0.038 -0.79
O 29.241685 -10.971840 4.369737 0.167 1.297 -1.757 -0.66
O 29.982472 -9.955734 6.357418 -0.532 0.084 -0.518 -0.63
O 30.413312 -12.320152 6.090473 -0.949 -0.529 -0.120 -0.68
S 32.361141 -6.995756 5.546336 0.444 -0.878 0.449 1.02
O 31.544695 -7.233232 4.262287 -1.642 -1.446 -0.192 -0.65
O 32.383490 -8.216388 6.345393 -0.135 0.325 0.160 -0.63
O 33.732962 -6.623936 5.129068 -0.333 0.800 -0.004 -0.76
O 31.691163 -5.893778 6.312445 -0.048 0.490 -0.234 -0.79
C 27.593169 -6.664886 7.511015 -0.157 0.195 0.576 -1.01
C 28.077813 -7.248844 6.278570 -0.117 0.252 0.156 0.20
N 28.452398 -7.758968 5.329816 0.077 -0.172 -0.731 0.02
H 28.431420 -6.327033 8.120053 0.120 -0.275 -0.002 0.27
H 26.991515 -7.403853 8.042319 0.261 -0.121 0.125 0.27
H 26.945487 -5.794127 7.380950 0.080 -0.006 -0.457 0.30
C 26.203721 -7.543486 2.764860 0.662 -0.362 0.517 -0.80
C 27.600677 -7.839039 2.451680 -0.147 0.226 -0.181 0.41
N 28.699282 -8.043317 2.201541 0.172 -0.110 -0.071 -0.36
H 26.035431 -7.970693 3.755391 -0.201 -0.058 -0.042 0.23
H 25.563396 -8.017314 2.024915 -0.185 0.147 0.029 0.31
H 26.063930 -6.467092 2.840357 -0.124 0.021 -0.202 0.24
```
Forces are in eV/Å.

Summary:
**Relative energy (zero: lowest compared OMol25 entry of this formula, charge and spin)**: 0.0 kcal per mole
**F_max**: 0.080 hartree/bohr
**Frontier orbital gap**: 2.718 eV
**Total energy**: -2377.3963 hartree
**Net charge**: -4

(2)
ORCA calculation (ωB97M-V/def2-TZVPD) on 3 unconnected molecules or ions with the total composition C4H6Br2N2O2 in a non-equilibrium geometry.

XYZ file:
```
16
Properties=species:S:1:pos:R:3:forces:R:3:mulliken_charge:R:1
C 1.899929 0.805019 -2.071154 -0.399 0.749 -0.506 0.78
C 1.051354 -0.374873 1.423544 1.608 1.319 2.401 -0.47
C -1.187058 -0.278968 0.425218 0.356 -1.042 2.567 -0.40
C -0.950199 -0.209148 -1.894108 0.214 0.939 -0.587 -0.39
N -0.760991 -0.907735 -0.798442 -0.906 -1.741 -1.945 0.07
N -0.098883 0.094728 1.386934 -2.055 0.646 -0.893 -0.19
O 1.255369 1.048511 -2.998270 0.362 0.082 -0.202 -0.36
O 2.531516 0.627164 -1.122849 0.490 -0.439 0.647 -0.39
Br -0.603473 -1.234443 -3.547614 -0.376 -0.215 0.930 -0.20
Br -1.165577 1.986605 3.701279 0.362 0.129 -1.212 -0.30
H 1.760982 0.056749 2.322092 -1.582 -1.284 -2.449 0.22
H 1.409396 -1.095064 0.723030 0.598 -0.628 -0.397 0.35
H -1.704132 0.606906 0.087390 -0.077 0.391 0.405 0.40
H -1.898769 -0.945578 1.067469 1.139 1.084 -1.448 0.33
H -0.666188 1.733597 2.291182 -0.432 -0.130 1.649 0.27
H -0.873277 -1.913472 -0.995699 0.697 0.140 1.042 0.28
```
Forces are in eV/Å.

Summary:
**Relative energy (zero: lowest compared OMol25 entry of this formula, charge and spin)**: 71.0 kcal per mole
**F_max**: 0.062 hartree/bohr
**Frontier orbital gap**: 9.589 eV
**Total energy**: -5563.9466 hartree

(3)
ORCA calculation (ωB97M-V/def2-TZVPD) on 2 unconnected molecules or ions with the total composition C4H6Br2O in a non-equilibrium geometry.

XYZ file:
```
13
Properties=species:S:1:pos:R:3:forces:R:3:mulliken_charge:R:1
C -0.648737 0.207012 -2.086971 3.140 2.985 2.016 -1.44
C -0.420314 0.149878 -0.561736 1.888 -0.896 -1.411 0.64
Br -0.296593 1.946911 0.187640 -0.479 0.141 0.146 -0.21
C -0.755521 -1.104009 0.153231 1.458 0.164 0.464 -0.30
C 0.524448 -0.873668 -0.006832 -0.935 -0.409 0.184 -0.22
Br 2.266948 -1.579068 0.232631 -1.104 0.636 -0.239 -0.10
H 0.114551 0.835541 -2.638516 -1.243 0.043 0.864 0.34
H -1.628453 0.453243 -2.192048 -2.745 1.177 -1.031 0.44
H -0.462429 -0.692317 -2.481616 0.343 -3.831 -1.204 0.45
H -1.493666 -1.797948 0.494630 -0.381 0.093 0.120 0.40
O 0.916322 0.467785 2.908377 0.250 0.651 0.275 -0.61
H 1.706858 1.021119 2.628899 -2.083 -0.491 0.860 0.32
H 0.176585 0.965521 3.362310 1.892 -0.260 -1.043 0.30
```
Forces are in eV/Å.

Summary:
**Relative energy (zero: lowest compared OMol25 entry of this formula, charge and spin)**: 69.1 kcal per mole
**F_max**: 0.093 hartree/bohr
**Frontier orbital gap**: 10.077 eV
**Total energy**: -5379.1661 hartree

(4)
ORCA calculation (ωB97M-V/def2-TZVPD) on a single C4H6Br2O molecule in a non-equilibrium geometry.

XYZ file:
```
13
Properties=species:S:1:pos:R:3:forces:R:3:mulliken_charge:R:1
C -0.139418 0.192292 -1.320386 -0.711 -0.637 0.259 -1.42
C -0.487226 0.186739 0.130801 -1.049 0.485 -0.338 0.69
Br -2.387031 0.363382 0.497415 0.185 0.133 -0.293 -0.12
C 0.249904 -0.795463 0.965804 -0.871 -0.676 1.606 -0.92
C 0.399798 0.663074 1.176521 -0.426 1.928 3.281 0.47
O -0.241296 1.207745 2.421855 0.755 1.395 -2.441 -0.53
Br 2.078708 1.515406 0.727517 -0.369 0.005 0.108 -0.15
H -0.236059 1.093238 -1.903311 -0.226 0.415 0.193 0.31
H -0.844635 -0.553054 -1.608409 -0.586 -0.440 -1.369 0.45
H 0.809772 -0.261943 -1.488219 0.938 -0.018 -0.002 0.36
H -0.173856 -1.458993 1.736492 -0.294 0.904 -0.283 0.24
H 0.949523 -1.342801 0.419595 1.495 -0.416 -0.718 0.25
H -0.575636 2.190033 2.266195 1.158 -3.078 -0.003 0.36
```
Forces are in eV/Å.

Summary:
**Relative energy (zero: lowest compared OMol25 entry of this formula, charge and spin)**: 35.0 kcal per mole
**F_max**: 0.074 hartree/bohr
**Frontier orbital gap**: 10.658 eV
**Total energy**: -5379.2204 hartree

(5)
ORCA calculation (ωB97M-V/def2-TZVPD) on a molecular structure, C4H6Br4O3 in a non-equilibrium geometry.

XYZ file:
```
17
Properties=species:S:1:pos:R:3:forces:R:3:mulliken_charge:R:1
C 1.648260 -0.483052 0.783404 -0.028 0.635 -0.150 -0.05
C 1.894029 0.777208 -0.067045 0.632 -0.457 0.921 -0.60
C -2.347755 -1.143023 -0.055058 0.395 0.335 -0.293 0.20
C -0.352954 1.529607 -0.230679 0.210 -0.128 -0.329 0.30
O 1.807997 -1.663894 0.054920 0.016 -0.462 -0.427 -0.48
O -3.414151 -0.482782 -0.499812 -0.306 -0.198 0.170 -0.34
O 0.766513 1.131128 -0.846801 -0.923 0.365 -0.167 -0.24
Br -2.470906 -1.715310 1.725835 -0.099 0.004 -0.115 -0.07
Br -1.505301 -2.378256 -1.277948 -0.158 0.167 0.107 -0.12
Br -1.628039 2.090706 -1.533958 0.072 0.050 0.016 -0.17
Br -0.214291 2.724759 1.273985 0.002 -0.156 -0.133 -0.10
H 0.646975 -0.416396 1.235650 0.140 0.019 0.034 0.13
H 2.392083 -0.524573 1.581549 -0.072 0.113 -0.012 0.35
H 2.685440 0.587688 -0.794773 -0.076 0.021 0.132 0.29
H 2.174305 1.621040 0.575900 -0.059 -0.113 -0.151 0.34
H 1.140477 -1.719556 -0.641507 -0.041 0.024 0.177 0.25
H -3.222680 0.064702 -1.283656 0.295 -0.219 0.221 0.32
```
Forces are in eV/Å.

Summary:
**Relative energy (zero: lowest compared OMol25 entry of this formula, charge and spin)**: 68.2 kcal per mole
**F_max**: 0.023 hartree/bohr
**Frontier orbital gap (alpha / beta)**: 7.993 / 7.423 eV
**Total energy**: -10677.6526 hartree

Please write out number 1 again, unchanged.
ORCA calculation (ωB97M-V/def2-TZVPD) on a molecular structure, C4H6BeN2O12S3 in a non-equilibrium geometry.

XYZ file:
```
28
Properties=species:S:1:pos:R:3:forces:R:3:mulliken_charge:R:1
Be 30.364469 -9.126258 4.123302 3.207 -2.053 1.599 1.24
S 32.788718 -10.576325 2.818605 0.369 -0.475 3.233 0.99
O 34.088059 -9.873971 2.793314 -0.064 0.293 -0.974 -0.71
O 31.699625 -9.861328 2.085851 -0.644 0.337 -1.303 -0.77
O 33.034234 -11.994176 2.414719 -0.552 0.211 -1.053 -0.78
O 32.257405 -10.583499 4.228182 -0.623 0.632 -0.300 -0.56
S 29.440304 -11.258071 5.833877 0.947 1.565 1.260 1.08
O 28.095875 -11.535628 6.425323 -0.053 -0.391 0.038 -0.79
O 29.241685 -10.971840 4.369737 0.167 1.297 -1.757 -0.66
O 29.982472 -9.955734 6.357418 -0.532 0.084 -0.518 -0.63
O 30.413312 -12.320152 6.090473 -0.949 -0.529 -0.120 -0.68
S 32.361141 -6.995756 5.546336 0.444 -0.878 0.449 1.02
O 31.544695 -7.233232 4.262287 -1.642 -1.446 -0.192 -0.65
O 32.383490 -8.216388 6.345393 -0.135 0.325 0.160 -0.63
O 33.732962 -6.623936 5.129068 -0.333 0.800 -0.004 -0.76
O 31.691163 -5.893778 6.312445 -0.048 0.490 -0.234 -0.79
C 27.593169 -6.664886 7.511015 -0.157 0.195 0.576 -1.01
C 28.077813 -7.248844 6.278570 -0.117 0.252 0.156 0.20
N 28.452398 -7.758968 5.329816 0.077 -0.172 -0.731 0.02
H 28.431420 -6.327033 8.120053 0.120 -0.275 -0.002 0.27
H 26.991515 -7.403853 8.042319 0.261 -0.121 0.125 0.27
H 26.945487 -5.794127 7.380950 0.080 -0.006 -0.457 0.30
C 26.203721 -7.543486 2.764860 0.662 -0.362 0.517 -0.80
C 27.600677 -7.839039 2.451680 -0.147 0.226 -0.181 0.41
N 28.699282 -8.043317 2.201541 0.172 -0.110 -0.071 -0.36
H 26.035431 -7.970693 3.755391 -0.201 -0.058 -0.042 0.23
H 25.563396 -8.017314 2.024915 -0.185 0.147 0.029 0.31
H 26.063930 -6.467092 2.840357 -0.124 0.021 -0.202 0.24
```
Forces are in eV/Å.

Summary:
**Relative energy (zero: lowest compared OMol25 entry of this formula, charge and spin)**: 0.0 kcal per mole
**F_max**: 0.080 hartree/bohr
**Frontier orbital gap**: 2.718 eV
**Total energy**: -2377.3963 hartree
**Net charge**: -4

Question: relative energy (zero: lowest compared OMol25 entry of this formula, charge and spin) of number 1 (C4H6BeN2O12S3)?
Answer: 0.0 kcal per mole

Question: Number 2 is which compound?
Answer: C4H6Br2N2O2

Copy entry 2 word for word.
ORCA calculation (ωB97M-V/def2-TZVPD) on 3 unconnected molecules or ions with the total composition C4H6Br2N2O2 in a non-equilibrium geometry.

XYZ file:
```
16
Properties=species:S:1:pos:R:3:forces:R:3:mulliken_charge:R:1
C 1.899929 0.805019 -2.071154 -0.399 0.749 -0.506 0.78
C 1.051354 -0.374873 1.423544 1.608 1.319 2.401 -0.47
C -1.187058 -0.278968 0.425218 0.356 -1.042 2.567 -0.40
C -0.950199 -0.209148 -1.894108 0.214 0.939 -0.587 -0.39
N -0.760991 -0.907735 -0.798442 -0.906 -1.741 -1.945 0.07
N -0.098883 0.094728 1.386934 -2.055 0.646 -0.893 -0.19
O 1.255369 1.048511 -2.998270 0.362 0.082 -0.202 -0.36
O 2.531516 0.627164 -1.122849 0.490 -0.439 0.647 -0.39
Br -0.603473 -1.234443 -3.547614 -0.376 -0.215 0.930 -0.20
Br -1.165577 1.986605 3.701279 0.362 0.129 -1.212 -0.30
H 1.760982 0.056749 2.322092 -1.582 -1.284 -2.449 0.22
H 1.409396 -1.095064 0.723030 0.598 -0.628 -0.397 0.35
H -1.704132 0.606906 0.087390 -0.077 0.391 0.405 0.40
H -1.898769 -0.945578 1.067469 1.139 1.084 -1.448 0.33
H -0.666188 1.733597 2.291182 -0.432 -0.130 1.649 0.27
H -0.873277 -1.913472 -0.995699 0.697 0.140 1.042 0.28
```
Forces are in eV/Å.

Summary:
**Relative energy (zero: lowest compared OMol25 entry of this formula, charge and spin)**: 71.0 kcal per mole
**F_max**: 0.062 hartree/bohr
**Frontier orbital gap**: 9.589 eV
**Total energy**: -5563.9466 hartree